The following is a DFT calculation (ωB97M-V with the def2-TZVPD basis set) of a molecular structure, C42H35F6FeN14O5S2 in a non-equilibrium geometry.

ORCA input file:
```
! RIJCOSX wB97M-V def2-TZVPD def2/J DEFGRID3
* xyz 2 6
Fe -0.00529 0.02335 0.14228
C -0.58166 2.20898 -3.84096
C -1.82020 2.30857 -2.99349
C -2.84428 3.15942 -3.40683
C -4.01193 3.21845 -2.68253
C -4.14392 2.41045 -1.56431
C -3.08165 1.59324 -1.21114
N -1.93172 1.55549 -1.89048
C -3.19211 0.72372 0.00168
C -4.41082 0.66350 0.67484
C -4.51773 0.03751 1.88880
C -3.38237 -0.52802 2.44280
C -2.22077 -0.53488 1.70373
N -2.13157 0.02947 0.46572
C -1.00975 -1.12585 2.38049
C -1.20797 -2.17934 3.24565
C -0.13836 -2.56902 4.04259
C 1.05622 -1.87822 3.95022
C 1.21394 -0.86525 3.00875
C 2.48013 -0.06297 2.96169
N 0.19094 -0.52532 2.20447
H -0.29858 3.18881 -4.22157
H 0.24962 1.79050 -3.28950
H -0.78049 1.57398 -4.70643
H -2.71007 3.76626 -4.29221
H -4.81754 3.87640 -2.97829
H -5.05737 2.45480 -0.99285
H -5.27506 1.15566 0.25862
H -5.45600 0.03321 2.42635
H -3.39676 -0.92478 3.44612
H -2.15952 -2.68599 3.29377
H -0.24798 -3.38282 4.74726
H 1.88214 -2.10683 4.61008
H 2.36207 0.84608 2.37770
H 2.75437 0.21433 3.97973
H 3.30788 -0.64745 2.55751
C 5.16565 -2.48628 -0.57140
N 4.12976 -1.47988 -0.29429
C 2.85702 -1.64374 0.02220
N 2.23339 -0.46611 0.02415
C 3.23555 0.40759 -0.31917
N 4.38727 -0.17487 -0.52626
C 5.16086 -2.87082 -2.02954
C 6.29194 -2.67281 -2.80795
C 6.28288 -3.01989 -4.15505
C 5.14622 -3.55921 -4.72942
C 4.01166 -3.76592 -3.94595
C 4.02350 -3.42480 -2.60143
C 2.81454 -4.35823 -4.54516
N 2.62859 -4.74294 -5.75298
N 1.31588 -5.23480 -5.80363
C 0.83821 -5.09349 -4.62278
O 1.72554 -4.53844 -3.75387
C -0.48993 -5.44589 -4.11972
C -1.40796 -6.05913 -4.96312
C -2.66239 -6.38968 -4.47532
C -3.00388 -6.10054 -3.16249
C -2.08463 -5.48391 -2.32029
C -2.48677 -5.16853 -0.89606
N -1.59325 -4.18120 -0.28907
C -1.56237 -2.87646 -0.51837
N -0.49187 -2.33758 0.05177
C 0.09713 -3.41336 0.64990
N -0.52573 -4.54746 0.45246
C -0.82543 -5.16442 -2.79990
H 4.98580 -3.33597 0.08716
H 6.10936 -2.02278 -0.29527
H 2.43219 -2.60711 0.23007
H 3.11563 1.47301 -0.39547
H 7.18211 -2.24047 -2.36879
H 7.16724 -2.86284 -4.75645
H 5.12422 -3.83568 -5.77489
H 3.13609 -3.61273 -2.00578
H -1.13176 -6.27485 -5.98626
H -3.38129 -6.87134 -5.12351
H -3.99253 -6.35334 -2.79810
H -2.46092 -6.04415 -0.24893
H -3.49472 -4.75425 -0.87134
H -2.31005 -2.36349 -1.09776
H 0.95554 -3.35266 1.29612
H -0.08539 -4.70022 -2.16112
N 1.28720 -0.95990 -2.65921
C 1.06992 -1.44357 -3.89076
C -0.29227 -1.52386 -4.05913
C -0.82221 -1.02213 -2.86839
N 0.13789 -0.68079 -2.01266
H 2.17202 -0.70643 -2.25423
H 1.89068 -1.68957 -4.54428
H -0.82641 -1.87452 -4.92439
H -1.85546 -0.88343 -2.60604
F -1.05362 4.45555 -0.60355
C 0.25648 4.37721 -0.46555
F 0.72583 5.37792 0.22793
F 0.83575 4.34106 -1.65762
S 0.71417 2.75228 0.37704
O 0.77830 1.76169 -0.74722
O 1.92453 2.96642 1.10370
N -0.49054 2.11284 1.18624
S -1.24737 3.00090 2.34492
O -2.62302 2.63243 2.33753
O -0.80326 4.35411 2.26357
C -0.55823 2.37103 3.93428
F -0.96168 1.11750 4.16886
F -0.99684 3.15165 4.90166
F 0.76834 2.38808 3.89233
*
```

Calculated values
E = -147570.5720 eV
molar mass = 1049.80 g mol⁻¹

These are the natural (NBO) partial charges, in e, on atoms 1 to 6: 1.74 -0.66 0.26 -0.22 -0.14 -0.21

The following is a DFT calculation (ωB97M-V with the def2-TZVPD basis set) of a molecular structure, C42H35N4O9PSi2.

ORCA input file:
```
! RIJCOSX wB97M-V def2-TZVPD def2/J DEFGRID3
* xyz 0 1
C -4.52596 -0.77952 0.60146
N -3.36945 -0.76810 -0.28852
C -3.41345 -1.78917 -1.33865
Si -2.16756 -1.36337 -2.68773
C -2.61506 0.38499 -3.30311
O -2.55396 0.49051 -4.72872
O -3.78072 0.00349 -5.25829
O -2.28550 -2.37096 -4.01341
Si -2.79256 -3.91600 -3.90471
O -2.45802 -4.57299 -5.43663
C -2.54575 -5.86368 -5.52860
N -2.67263 -7.00320 -5.59792
P -5.06554 -4.04156 -3.71397
O -5.64494 -5.09330 -4.58959
C -1.91722 -4.95734 -2.65307
C -2.59265 -5.64758 -1.64001
C -1.84531 -6.41378 -0.76342
C -0.46540 -6.45883 -0.88898
N 0.20108 -5.81422 -1.84902
C -0.52552 -5.10334 -2.70251
C -0.42596 -1.39908 -2.04117
C -0.09664 -0.96812 -0.75410
C 1.22618 -1.03277 -0.33564
C 2.17673 -1.50534 -1.22991
N 1.90355 -1.90325 -2.47115
C 0.62673 -1.85331 -2.84195
H -4.24239 -0.35329 1.56610
H -5.35966 -0.17744 0.22463
H -4.83443 -1.80561 0.78693
H -3.21349 0.15808 -0.66253
H -4.42866 -1.85761 -1.76679
H -3.14891 -2.75107 -0.88681
H -3.63530 0.63927 -2.98433
H -1.96052 1.15202 -2.88267
H -4.41905 0.69427 -5.02013
H -5.57594 -2.73706 -3.90400
H -5.32006 -4.29344 -2.34431
H -3.67019 -5.61198 -1.55223
H -2.32943 -6.97557 0.02449
H 0.12770 -7.03782 -0.19212
H 0.02629 -4.60475 -3.49355
H -0.84776 -0.58624 -0.07365
H 1.47891 -0.70767 0.66546
H 3.21512 -1.55865 -0.92042
H 0.41093 -2.17836 -3.85530
C 0.06369 2.84683 5.13815
C 0.24073 2.98772 6.51062
C 1.12166 2.16061 7.18835
C 1.82369 1.18040 6.49834
C 1.63125 1.02555 5.12486
C 0.75715 1.86676 4.44866
C 2.33708 -0.04289 4.36232
O 2.17333 -0.16918 3.16416
C 3.24372 -0.95175 5.11444
C 3.87481 -1.98844 4.43740
C 4.73204 -2.83657 5.11757
C 4.96809 -2.64866 6.47494
C 4.33872 -1.61991 7.15576
C 3.46909 -0.77261 6.48140
C 2.78027 0.31017 7.24179
O 2.98663 0.47569 8.42412
H -0.61719 3.50024 4.60840
H -0.30850 3.74688 7.05169
H 1.27125 2.26548 8.25409
H 0.62372 1.74431 3.38245
H 3.68666 -2.12346 3.38120
H 5.21959 -3.64576 4.59023
H 5.64311 -3.30926 7.00283
H 4.51221 -1.46680 8.21194
C 0.70659 7.39307 -4.45563
C 0.80630 6.22303 -5.20098
C 1.05652 5.01600 -4.57058
C 1.21814 4.97550 -3.19109
C 1.13640 6.15276 -2.44466
C 0.87133 7.35909 -3.08132
C 1.34315 6.14462 -0.96760
O 1.26184 7.16547 -0.31799
C 1.65749 4.84080 -0.31625
C 1.90160 4.81106 1.05290
C 2.17949 3.60467 1.67304
C 2.21198 2.42557 0.93796
C 1.97415 2.45178 -0.42403
C 1.70161 3.65777 -1.05846
C 1.46984 3.66246 -2.53113
O 1.48445 2.63211 -3.17009
H 0.50358 8.33381 -4.95030
H 0.68695 6.25418 -6.27597
H 1.13111 4.09871 -5.13842
H 0.80005 8.26277 -2.49187
H 1.87032 5.73299 1.61715
H 2.37629 3.57439 2.73730
H 2.42554 1.48712 1.43388
H 2.00485 1.53768 -1.00103
*
```

Calculated values
E = -93554.9440 eV
relative energy (zero: lowest compared OMol25 entry of this formula, charge and spin) = 0.00 kcal per mole
molar mass = 826.91 g mol⁻¹

These are the Mulliken partial charges, in e, on atoms 1 to 6: -0.99 -0.15 -1.06 0.18 -0.85 -0.25

The following is a DFT calculation (ωB97M-V with the def2-TZVPD basis set) of a molecular structure, C42H36CrN7O2Si.

ORCA input file:
```
! RIJCOSX wB97M-V def2-TZVPD def2/J DEFGRID3
* xyz 1 1
Cr -0.82726 -1.54438 0.05728
C 0.84713 -3.98116 -3.14629
C -0.20624 -3.11835 -2.49899
N 0.22676 -2.60512 -1.18455
C 1.61247 -2.51513 -1.03681
C 2.49657 -3.05244 -1.89715
N 2.09118 -3.92420 -2.90094
C 2.00046 -1.96575 0.26461
C 3.26312 -1.87805 0.83811
C 3.37972 -1.46715 2.16083
C 2.21166 -1.23038 2.90056
C 0.99112 -1.32295 2.26952
N 0.92744 -1.62461 0.96904
C -0.34186 -1.22334 2.88948
C -0.58659 -0.77455 4.17594
N -1.80995 -0.75519 4.69663
C -2.80426 -1.16519 3.92728
C -2.59334 -1.59048 2.61854
N -1.36782 -1.63001 2.11027
C 4.70709 -1.31740 2.79964
C 5.80063 -2.07804 2.39906
C 7.02014 -1.88841 3.03163
N 7.21357 -1.00696 4.00707
C 6.16957 -0.27835 4.38586
C 4.90753 -0.39611 3.82252
H 0.50061 -4.74405 -3.83514
H -1.05921 -3.79116 -2.32289
H 3.56303 -2.95440 -1.76005
H 4.13917 -2.11586 0.25329
H 2.26804 -1.01861 3.95842
H 0.21803 -0.41341 4.80408
H -3.80482 -1.14713 4.33968
H -3.41181 -1.88713 1.97696
H 5.72063 -2.83698 1.63211
H 7.88026 -2.47971 2.73925
H 6.34547 0.44090 5.17763
H 4.11514 0.25614 4.16721
C -0.98633 -2.99900 -5.66023
C -0.61761 -1.74987 -4.83646
C -1.49391 -0.58714 -5.30313
C 0.85908 -1.37487 -5.04743
C -0.86702 -2.01245 -3.37105
N -1.78183 -1.31919 -2.78128
H -0.97459 -2.72654 -6.71580
H -1.99142 -3.35155 -5.42082
H -0.28096 -3.81608 -5.53243
H -1.28355 -0.39038 -6.35460
H -1.28982 0.31727 -4.73217
H -2.55476 -0.81336 -5.19921
H 1.00445 -1.15303 -6.10534
H 1.54893 -2.17104 -4.78050
H 1.11795 -0.47679 -4.48267
O -2.78414 -1.68167 -0.65917
C -1.91982 -1.46858 -1.47996
O -0.77455 0.24500 0.18935
Si -1.32842 1.78004 0.36888
C 0.05944 2.78892 1.11058
C 1.27193 2.20286 1.47331
C 2.29012 2.95165 2.04833
C 2.10763 4.30887 2.27219
C 0.91095 4.91371 1.90919
C -0.09933 4.15943 1.33072
C -2.75912 1.67360 1.57275
C -2.65144 2.13100 2.88683
C -3.70724 1.99948 3.78139
C -4.89206 1.40489 3.37231
C -5.01999 0.93990 2.06789
C -3.96311 1.07603 1.18006
C -1.88374 2.49978 -1.25904
C -2.99329 3.34493 -1.33389
C -3.34254 3.96443 -2.52655
C -2.57947 3.75256 -3.66493
C -1.47024 2.91850 -3.60946
C -1.13142 2.29491 -2.41850
H 1.42937 1.14717 1.28266
H 3.23027 2.48104 2.31237
H 2.89833 4.89782 2.71879
H 0.76866 5.97422 2.07241
H -1.02473 4.65057 1.04497
H -1.73198 2.60142 3.21888
H -3.60573 2.36708 4.79469
H -5.72004 1.31259 4.06390
H -5.94816 0.48711 1.74185
H -4.08339 0.72300 0.15961
H -3.59703 3.52350 -0.45067
H -4.20596 4.61614 -2.56537
H -2.84424 4.24140 -4.59365
H -0.86491 2.76943 -4.49530
H -0.25262 1.65640 -2.38400
*
```

Calculated values
E = -94958.4750 eV
molar mass = 750.88 g mol⁻¹

These are the Mulliken partial charges, in e, on atoms 1 to 6: -0.12 -0.93 0.53 0.60 0.48 -0.59

The following is a DFT calculation (ωB97M-V with the def2-TZVPD basis set) of a molecular structure, C42H36InN3O2PSe3 in a non-equilibrium geometry.

ORCA input file:
```
! RIJCOSX wB97M-V def2-TZVPD def2/J DEFGRID3
* xyz -1 1
In 1.19442 -0.00043 -1.97395
C -1.25163 0.90454 -5.40866
O -0.57303 2.09942 -4.97739
C -0.27087 1.89380 -3.68948
N -0.77951 0.87656 -3.11379
C -1.60799 0.17670 -4.09212
C -3.08665 0.24682 -3.74641
C -4.00374 -0.48454 -4.49706
C -5.35381 -0.44596 -4.18754
C -5.80328 0.30361 -3.10846
C -4.89936 1.05145 -2.37005
C -3.55175 1.03446 -2.69876
C 0.62892 2.80241 -3.00516
C 1.14897 3.93050 -3.62257
C 2.00321 4.73988 -2.90987
C 2.27698 4.41474 -1.58724
C 1.70433 3.28324 -1.03161
N 0.92092 2.45183 -1.73799
C 1.91084 3.00843 0.40336
N 1.87653 1.88499 0.97353
C 2.20896 2.10587 2.39155
C 2.19254 3.64815 2.51589
O 2.14274 4.11133 1.16480
C 1.29535 1.43949 3.39416
C 1.60095 1.51773 4.75168
C 0.79876 0.87744 5.68061
C -0.31161 0.15386 5.26862
C -0.62392 0.08471 3.92185
C 0.18139 0.72445 2.99121
H -0.55158 0.32095 -6.00746
H -2.12396 1.18433 -5.99572
H -1.29469 -0.86919 -4.13052
H -3.65948 -1.09672 -5.32480
H -6.06006 -1.02039 -4.77488
H -6.85483 0.31239 -2.85048
H -5.22845 1.63597 -1.52030
H -2.85041 1.61566 -2.11671
H 0.86809 4.13752 -4.64527
H 2.43295 5.62366 -3.36031
H 2.92000 5.04223 -0.98752
H 3.22308 1.71615 2.54461
H 3.07873 4.06044 2.99532
H 1.29934 3.99425 3.04045
H 2.46530 2.08727 5.08098
H 1.04363 0.93978 6.73471
H -0.93469 -0.34663 5.99971
H -1.49106 -0.46527 3.58123
H -0.06956 0.69060 1.94703
Se 0.28227 -2.17952 -0.47783
P 2.41427 -2.43975 0.00995
Se 3.76740 -0.81474 -0.27819
C 2.48628 -3.00308 1.75909
C 1.59476 -3.95980 2.23848
C 1.64137 -4.35633 3.56459
C 2.54959 -3.77614 4.43642
C 3.41669 -2.79871 3.97511
C 3.39201 -2.42409 2.64025
C 2.88789 -3.85716 -1.05578
C 3.78566 -3.64410 -2.09374
C 3.99473 -4.63074 -3.04740
C 3.31400 -5.83348 -2.96582
C 2.43017 -6.05779 -1.91787
C 2.20943 -5.07176 -0.97292
H 0.84858 -4.38261 1.57820
H 0.95311 -5.11115 3.92399
H 2.57467 -4.07598 5.47678
H 4.10953 -2.31509 4.65223
H 4.08375 -1.67634 2.27818
H 4.30570 -2.69922 -2.16774
H 4.67474 -4.44234 -3.86792
H 3.45553 -6.59295 -3.72486
H 1.89305 -6.99579 -1.85065
H 1.49244 -5.24289 -0.18132
C -1.82722 1.40344 0.25309
C -2.82153 1.45570 1.21900
C -2.89816 2.50803 2.18764
C -3.87753 2.53360 3.15551
C -4.85513 1.53760 3.22206
C -4.81992 0.50568 2.28115
C -3.83885 0.45045 1.31580
H -1.07938 2.18420 0.16199
H -1.76507 0.57037 -0.43789
H -2.15023 3.29486 2.15257
H -3.89621 3.34073 3.88188
H -5.62348 1.56914 3.98552
H -5.58673 -0.26266 2.31801
H -3.82193 -0.36401 0.59770
Se 2.12274 -0.74408 -4.13447
*
```

Calculated values
E = -263207.7320 eV
molar mass = 997.44 g mol⁻¹

These are the natural (NBO) partial charges, in e, on atoms 1 to 6: 1.12 -0.08 -0.49 0.56 -0.61 -0.11

The following is a DFT calculation (ωB97M-V with the def2-TZVPD basis set) of a molecular structure, C42H36N4NiO4P2S.

ORCA input file:
```
! RIJCOSX wB97M-V def2-TZVPD def2/J DEFGRID3
* xyz -2 3
Ni 0.79994 -0.08428 0.19613
O -0.53565 1.52770 0.86838
S 0.01108 1.29769 2.24377
O -0.13373 2.41586 3.14068
O -0.69649 0.07344 2.79272
O 1.43708 0.89672 1.98222
C -0.96289 -2.70649 -0.21776
P -0.79413 -1.45898 1.25561
C -2.57941 -1.05390 1.28029
C -3.00909 -0.09692 0.35883
C -4.35047 0.23967 0.26923
C -5.28268 -0.36249 1.10493
C -4.86159 -1.31614 2.01773
C -3.51966 -1.66719 2.09890
C -0.42304 -2.61773 2.62332
C -0.94400 -2.44516 3.90723
C -0.64473 -3.34207 4.92085
C 0.21247 -4.41029 4.68471
C 0.77548 -4.56205 3.42780
C 0.45827 -3.67388 2.40732
P -1.18607 -4.51972 -0.17529
C -2.85080 -4.72804 0.57691
C -2.92946 -5.23228 1.87261
C -4.15983 -5.38260 2.50124
C -5.32554 -5.04411 1.83060
C -5.25781 -4.53882 0.53765
C -4.02887 -4.37410 -0.07960
C -1.58676 -4.89032 -1.93730
C -1.38148 -3.97817 -2.97488
C -1.58589 -4.34605 -4.30143
C -2.00026 -5.63264 -4.61093
C -2.22147 -6.54816 -3.58714
C -2.01204 -6.18031 -2.26766
H -0.03922 -2.54869 -0.77588
H -1.74153 -2.25190 -0.83625
H -2.28121 0.40148 -0.26934
H -4.66332 0.98735 -0.44974
H -6.33041 -0.09139 1.04077
H -5.57964 -1.80918 2.66262
H -3.22230 -2.44304 2.79146
H -1.56107 -1.58289 4.11443
H -1.06838 -3.19189 5.90707
H 0.45305 -5.10577 5.48074
H 1.46622 -5.37264 3.22784
H 0.90787 -3.82567 1.43724
H -2.01455 -5.48643 2.39770
H -4.20404 -5.76206 3.51534
H -6.28674 -5.16107 2.31775
H -6.16339 -4.24856 0.01902
H -3.97904 -3.96154 -1.08144
H -1.07554 -2.96081 -2.76817
H -1.44119 -3.60487 -5.07936
H -2.16538 -5.91716 -5.64323
H -2.56013 -7.55185 -3.81896
H -2.18533 -6.90242 -1.47532
N 2.07369 -5.25942 -2.36598
C 2.09127 -3.97816 -1.88401
N 1.70907 -3.00113 -2.68327
N 2.50606 -3.82128 -0.63343
C 2.49853 -2.58530 -0.19289
N 2.45034 -1.51008 0.23699
H 1.36704 -5.44446 -3.06282
H 2.10153 -5.94144 -1.62471
H 1.44630 -3.17431 -3.64157
H 1.53533 -2.04326 -2.34672
C 0.60747 -0.15421 -1.77478
C 0.51828 -0.24106 -2.99829
C 0.32271 -0.47726 -4.39840
C 1.49371 -0.66900 -5.21127
C 1.54072 -1.44231 -6.40345
C 2.72174 -1.65821 -7.09831
C 3.92965 -1.12803 -6.66395
C 3.91880 -0.38592 -5.48121
C 2.75395 -0.16772 -4.77789
C -1.04082 -0.59316 -4.85726
C -1.43818 -0.57225 -6.21861
C -2.76420 -0.69170 -6.60239
C -3.78285 -0.82550 -5.66639
C -3.42586 -0.79870 -4.31879
C -2.10883 -0.68009 -3.92474
H 0.64229 -1.92427 -6.76222
H 2.69345 -2.27039 -7.99507
H 4.84779 -1.29733 -7.21297
H 4.84508 0.02953 -5.09723
H 2.78116 0.39862 -3.85469
H -0.69675 -0.40914 -6.98761
H -3.00451 -0.66314 -7.66127
H -4.81725 -0.92520 -5.97192
H -4.19280 -0.87612 -3.55461
H -1.86454 -0.64381 -2.86987
*
```

Calculated values
E = -128746.5826 eV
relative energy (zero: lowest compared OMol25 entry of this formula, charge and spin) = 0.00 kcal per mole
molar mass = 813.48 g mol⁻¹

These are the Mulliken partial charges, in e, on atoms 1 to 6: -0.24 -0.67 1.14 -0.74 -0.45 -0.74